[1]
# C30H65ClN8O4

A cluster of 6 separate species, C30H65ClN8O4 in total (ωB97M-V/def2-TZVPD, the OMol25 dataset).

Positions of all 108 atoms, in Å:
C (-8.918, 2.692, -3.810)
C (-8.560, 1.354, -3.144)
N (-7.273, 1.547, -2.308)
C (-6.170, 2.328, -2.554)
C (-5.221, 2.068, -1.719)
N (-5.813, 1.126, -0.792)
C (-6.992, 0.790, -1.225)
C (-5.098, 0.494, 0.303)
H (-9.924, 2.490, -4.178)
H (-8.302, 2.971, -4.662)
H (-8.953, 3.589, -3.189)
H (-8.427, 0.587, -3.917)
H (-9.377, 1.071, -2.476)
H (-6.188, 3.040, -3.334)
H (-4.239, 2.472, -1.412)
H (-7.584, -0.016, -0.950)
H (-5.836, -0.226, 0.727)
H (-4.945, 1.182, 1.096)
H (-4.194, -0.037, 0.031)
C (3.679, -0.990, 6.411)
C (4.366, -2.426, 6.701)
N (4.637, -2.557, 8.165)
C (3.990, -2.061, 9.205)
C (4.460, -2.674, 10.354)
N (5.455, -3.479, 9.965)
C (5.515, -3.435, 8.645)
C (6.442, -4.221, 10.763)
H (3.473, -0.920, 5.346)
H (4.288, -0.102, 6.687)
H (2.715, -0.916, 6.942)
H (5.317, -2.565, 6.205)
H (3.810, -3.291, 6.422)
H (3.303, -1.259, 9.106)
H (4.162, -2.558, 11.377)
H (6.094, -4.055, 8.068)
H (7.170, -3.547, 11.210)
H (7.019, -4.855, 10.154)
H (5.834, -4.758, 11.437)
C (-0.655, -3.968, -0.648)
C (-1.548, -5.105, -0.171)
N (-1.197, -6.375, -0.815)
C (-0.010, -7.075, -0.453)
C (-0.046, -8.236, -1.139)
N (-1.105, -8.234, -1.981)
C (-1.806, -7.120, -1.727)
C (-1.471, -9.318, -2.887)
H (-0.665, -3.106, 0.012)
H (-0.988, -3.665, -1.639)
H (0.394, -4.235, -0.728)
H (-2.604, -4.922, -0.413)
H (-1.392, -5.326, 0.826)
H (0.619, -6.647, 0.310)
H (0.596, -9.103, -1.113)
H (-2.737, -6.919, -2.231)
H (-1.246, -10.243, -2.417)
H (-1.023, -9.273, -3.871)
H (-2.517, -9.405, -2.971)
C (2.906, -3.062, -5.144)
O (2.536, -1.864, -5.803)
C (3.265, -1.700, -7.028)
C (2.692, -0.423, -7.724)
N (2.861, 0.876, -6.993)
H (3.722, 0.874, -6.465)
H (3.012, 1.685, -7.630)
C (1.985, 1.255, -5.818)
C (2.681, 2.330, -4.929)
O (3.888, 1.592, -4.530)
C (4.916, 2.496, -4.145)
H (2.482, -3.973, -5.589)
H (2.461, -2.970, -4.146)
H (3.984, -3.219, -5.183)
H (2.957, -2.425, -7.786)
H (4.353, -1.671, -6.991)
H (1.618, -0.441, -7.810)
H (3.155, -0.334, -8.708)
H (1.815, 0.334, -5.177)
H (1.015, 1.571, -6.221)
H (2.182, 2.623, -4.035)
H (2.888, 3.194, -5.554)
H (5.856, 1.927, -4.175)
H (4.761, 2.927, -3.191)
H (4.955, 3.249, -4.898)
C (-3.993, 6.492, 1.427)
O (-2.920, 5.795, 0.855)
C (-1.782, 6.595, 0.815)
C (-0.759, 5.686, 0.157)
N (-0.653, 4.461, 1.003)
H (-1.075, 4.644, 1.900)
H (-1.250, 3.633, 0.646)
C (0.795, 4.142, 1.280)
C (1.246, 5.258, 2.183)
O (0.326, 5.519, 3.306)
C (0.933, 6.327, 4.283)
H (-4.841, 5.894, 1.646)
H (-4.303, 7.256, 0.788)
H (-3.609, 6.898, 2.402)
H (-1.442, 6.804, 1.806)
H (-1.948, 7.570, 0.293)
H (0.250, 6.175, -0.023)
H (-1.193, 5.421, -0.804)
H (1.216, 4.278, 0.306)
H (0.923, 3.143, 1.652)
H (1.324, 6.175, 1.570)
H (2.189, 5.084, 2.620)
H (1.990, 6.008, 4.351)
H (0.366, 6.122, 5.166)
H (0.827, 7.381, 4.060)
Cl (-1.877, 1.801, 0.395)

Computed properties:
- total charge = +4
- frontier orbital gap (eV) = 8.65
- energy (hartree) = -2379.98110
- HOMO (eV) = -15.14

[2]
# C30H65N4O9P2

A cluster of 3 separate species, C30H65N4O9P2 in total (ωB97M-V/def2-TZVPD, the OMol25 dataset).

Positions of all 110 atoms, in Å:
C (8.213, 2.502, 2.471)
C (6.949, 1.994, 2.432)
C (6.708, 0.707, 1.765)
O (7.560, 0.161, 1.121)
O (5.468, 0.247, 1.902)
C (5.231, -1.023, 1.259)
C (3.834, -1.533, 1.581)
C (2.728, -1.132, 0.597)
C (2.225, 0.297, 0.793)
C (0.772, 0.480, 0.283)
C (-0.180, -0.119, 1.317)
C (-1.698, -0.155, 0.974)
C (-2.161, 1.246, 0.512)
C (-3.254, 1.350, -0.551)
C (-3.262, 2.712, -1.281)
C (-3.049, 3.949, -0.412)
C (-4.006, 4.109, 0.766)
O (-5.297, 3.579, 0.490)
C (-6.182, 3.853, 1.546)
C (-1.801, -1.277, -0.111)
O (-1.441, -0.983, -1.269)
O (-2.187, -2.431, 0.293)
N (-2.410, -0.526, 2.240)
C (-1.761, -1.593, 3.026)
P (-2.698, -2.545, 4.234)
O (-1.724, -3.364, 4.976)
O (-3.773, -3.518, 3.535)
O (-3.425, -1.549, 5.280)
P (-4.088, -0.650, 2.308)
N (-4.674, -1.008, 0.727)
O (-4.599, 0.925, 2.431)
H (8.439, 3.489, 2.076)
H (9.045, 1.942, 2.881)
H (6.128, 2.506, 2.923)
H (5.978, -1.728, 1.619)
H (5.388, -0.915, 0.186)
H (3.594, -1.167, 2.583)
H (3.904, -2.618, 1.664)
H (1.922, -1.854, 0.707)
H (3.154, -1.212, -0.406)
H (2.217, 0.534, 1.863)
H (2.894, 1.026, 0.331)
H (0.705, -0.029, -0.677)
H (0.637, 1.550, 0.139)
H (0.157, -1.146, 1.452)
H (-0.038, 0.434, 2.251)
H (-1.321, 1.836, 0.152)
H (-2.498, 1.760, 1.413)
H (-4.257, 1.252, -0.153)
H (-3.135, 0.586, -1.314)
H (-4.256, 2.814, -1.724)
H (-2.564, 2.690, -2.119)
H (-2.033, 3.963, -0.017)
H (-3.149, 4.837, -1.040)
H (-3.618, 3.688, 1.699)
H (-4.126, 5.185, 0.958)
H (-7.194, 3.596, 1.233)
H (-5.940, 3.274, 2.443)
H (-6.178, 4.916, 1.813)
H (-0.986, -1.152, 3.657)
H (-1.276, -2.340, 2.399)
H (-4.679, -3.210, 3.649)
H (-4.374, -1.499, 5.116)
H (-4.922, -1.992, 0.726)
H (-5.519, -0.491, 0.506)
H (-5.235, 1.148, 1.743)
C (-0.709, -4.000, -2.200)
C (-1.862, -4.934, -2.513)
N (-1.502, -6.069, -3.360)
C (-2.647, -6.800, -3.860)
C (-3.549, -7.526, -2.851)
C (-0.397, -6.875, -2.880)
C (-0.518, -7.513, -1.488)
H (-0.240, -3.641, -3.120)
H (-1.082, -3.139, -1.645)
H (0.055, -4.482, -1.583)
H (-2.626, -4.359, -3.042)
H (-2.317, -5.250, -1.562)
H (-2.297, -7.524, -4.605)
H (-3.266, -6.088, -4.415)
H (-3.087, -8.437, -2.471)
H (-4.482, -7.820, -3.339)
H (-3.808, -6.888, -2.006)
H (0.498, -6.248, -2.886)
H (-0.198, -7.657, -3.620)
H (-0.918, -6.813, -0.754)
H (0.471, -7.821, -1.138)
H (-1.145, -8.404, -1.495)
C (3.889, 3.288, -3.333)
C (2.990, 4.286, -2.619)
N (2.827, 3.996, -1.208)
C (1.770, 4.764, -0.581)
C (1.936, 6.288, -0.495)
C (4.053, 3.875, -0.445)
C (5.011, 5.075, -0.420)
H (3.528, 2.269, -3.186)
H (3.894, 3.498, -4.403)
H (4.922, 3.343, -2.986)
H (1.999, 4.239, -3.080)
H (3.370, 5.304, -2.806)
H (1.606, 4.366, 0.425)
H (0.847, 4.549, -1.128)
H (2.656, 6.578, 0.269)
H (0.982, 6.744, -0.225)
H (2.247, 6.720, -1.447)
H (4.603, 3.012, -0.828)
H (3.792, 3.601, 0.581)
H (5.141, 5.519, -1.408)
H (5.996, 4.746, -0.078)
H (4.680, 5.853, 0.266)

Computed properties:
- total charge = -1
- frontier orbital gap (eV) = 6.19
- energy (hartree) = -2761.06241
- HOMO (eV) = -5.02

[3]
# C30H66Br4N6O12

A cluster of 10 separate species, C30H66Br4N6O12 in total (ωB97M-V/def2-TZVPD, the OMol25 dataset).

Positions of all 118 atoms, in Å:
C (1.789, 1.897, 0.499)
C (0.718, 1.194, -0.308)
O (-0.437, 0.929, 0.485)
C (-0.622, -0.299, 1.047)
O (0.168, -1.207, 0.931)
O (-1.828, -0.322, 1.638)
C (-2.097, -1.317, 2.619)
H (2.051, 1.371, 1.417)
H (1.491, 2.902, 0.797)
H (2.645, 2.112, -0.141)
H (1.072, 0.234, -0.685)
H (0.534, 1.975, -1.047)
H (-1.459, -1.258, 3.500)
H (-1.957, -2.310, 2.192)
H (-3.156, -1.258, 2.870)
C (-1.958, 1.152, -2.642)
C (-2.602, 0.945, -4.016)
O (-3.621, 1.941, -4.052)
C (-4.593, 1.859, -4.931)
O (-5.673, 2.491, -4.858)
O (-4.240, 1.102, -5.979)
C (-5.040, 1.073, -7.136)
H (-2.646, 1.236, -1.802)
H (-1.329, 2.039, -2.564)
H (-1.281, 0.314, -2.475)
H (-3.022, -0.053, -4.138)
H (-1.893, 1.057, -4.836)
H (-4.856, 0.132, -7.654)
H (-4.710, 1.789, -7.888)
H (-6.063, 1.326, -6.855)
C (-6.413, 0.969, -1.134)
O (-6.283, -0.246, -1.372)
N (-5.815, 1.664, -0.100)
C (-6.235, 2.985, 0.224)
C (-4.814, 1.010, 0.808)
H (-7.161, 1.552, -1.694)
H (-5.434, 3.610, -0.171)
H (-6.230, 3.042, 1.313)
H (-7.160, 3.499, -0.034)
H (-4.166, 1.826, 1.128)
H (-5.186, 0.689, 1.781)
H (-4.213, 0.258, 0.297)
C (-4.614, -3.817, 3.241)
O (-4.612, -4.038, 4.456)
N (-5.692, -3.318, 2.613)
C (-5.793, -3.333, 1.095)
C (-6.891, -3.048, 3.394)
H (-3.780, -4.034, 2.555)
H (-6.297, -2.454, 0.692)
H (-6.342, -4.235, 0.826)
H (-4.782, -3.458, 0.707)
H (-7.537, -2.396, 2.807)
H (-7.476, -3.957, 3.531)
H (-6.714, -2.727, 4.421)
C (5.111, 1.215, 1.172)
O (4.629, 2.071, 1.929)
N (6.425, 1.083, 1.076)
C (7.010, 0.128, 0.095)
C (7.442, 1.909, 1.698)
H (4.569, 0.524, 0.508)
H (7.702, 0.571, -0.621)
H (6.272, -0.453, -0.459)
H (7.653, -0.526, 0.683)
H (6.958, 2.455, 2.508)
H (8.280, 1.314, 2.062)
H (7.795, 2.628, 0.959)
C (2.992, -2.310, -0.807)
O (4.175, -2.190, -0.426)
N (2.545, -2.016, -2.031)
C (1.109, -1.982, -2.421)
C (3.444, -1.609, -3.053)
H (2.239, -2.695, -0.102)
H (0.997, -2.355, -3.439)
H (0.781, -0.944, -2.453)
H (0.449, -2.487, -1.715)
H (4.465, -1.543, -2.677)
H (3.308, -2.277, -3.904)
H (3.173, -0.656, -3.507)
C (3.459, 6.219, 1.046)
O (3.154, 7.150, 0.336)
N (2.562, 5.631, 1.867)
C (2.894, 4.517, 2.725)
C (1.184, 6.161, 1.954)
H (4.454, 5.769, 1.187)
H (2.721, 3.559, 2.234)
H (2.303, 4.641, 3.632)
H (3.934, 4.614, 3.037)
H (0.882, 6.063, 2.997)
H (1.118, 7.176, 1.562)
H (0.521, 5.550, 1.342)
C (-1.300, -5.069, 0.001)
O (-2.245, -4.612, 0.690)
N (-0.677, -6.228, 0.281)
C (0.382, -6.775, -0.591)
C (-0.963, -7.096, 1.475)
H (-0.841, -4.549, -0.855)
H (0.563, -6.245, -1.526)
H (0.156, -7.799, -0.888)
H (1.333, -6.889, -0.069)
H (0.040, -7.195, 1.889)
H (-1.666, -6.713, 2.214)
H (-1.267, -8.096, 1.164)
Br (1.777, -4.082, 2.635)
C (1.722, -2.315, 3.607)
C (2.855, -1.473, 3.055)
Br (2.977, 0.239, 4.101)
H (1.742, -2.501, 4.681)
H (0.798, -1.825, 3.300)
H (2.658, -1.222, 2.012)
H (3.826, -1.960, 3.149)
Br (4.440, 2.069, -2.404)
C (5.299, 3.467, -1.376)
C (5.556, 4.709, -2.271)
Br (6.720, 6.031, -1.232)
H (6.102, 2.849, -0.976)
H (4.658, 3.760, -0.544)
H (4.698, 5.117, -2.806)
H (6.213, 4.408, -3.087)

Computed properties:
- total charge = +1
- frontier orbital gap (spin up / spin down) (eV) = 6.87 / 1.89
- multiplicity = 2
- energy (hartree) = -12709.79484
- HOMO (spin up / spin down) (eV) = -10.15 / -10.15

[4]
# C30H66F4N9O15P3

A cluster of 7 separate species, C30H66F4N9O15P3 in total (ωB97M-V/def2-TZVPD, the OMol25 dataset).

Positions of all 127 atoms, in Å:
C (1.095, 2.667, 0.206)
C (2.495, 2.459, 0.909)
O (3.361, 3.127, 0.058)
C (2.715, 3.540, -1.062)
O (3.294, 3.958, -2.010)
O (1.385, 3.397, -0.970)
F (2.666, 1.096, 0.906)
H (0.342, 3.150, 0.829)
H (0.718, 1.685, -0.082)
H (2.360, 2.841, 1.918)
C (4.674, 0.491, -1.732)
C (5.483, -0.737, -2.037)
O (4.561, -1.778, -1.782)
C (3.296, -1.283, -1.821)
O (2.273, -1.868, -1.765)
O (3.355, 0.059, -2.121)
F (6.429, -0.895, -1.035)
H (5.008, 1.228, -2.468)
H (4.753, 0.934, -0.744)
H (6.009, -0.726, -2.991)
C (-1.014, -1.738, -1.147)
C (-1.471, -0.489, -1.857)
O (-1.189, 0.503, -0.903)
C (-0.840, -0.056, 0.285)
O (-0.441, 0.583, 1.204)
O (-0.973, -1.389, 0.212)
F (-2.846, -0.548, -2.008)
H (-0.049, -2.025, -1.575)
H (-1.655, -2.574, -1.418)
H (-1.067, -0.336, -2.857)
C (1.950, -5.560, -2.908)
C (1.427, -6.190, -1.613)
O (0.036, -6.082, -1.837)
C (-0.201, -5.030, -2.638)
O (-1.243, -4.495, -2.845)
O (0.951, -4.655, -3.227)
F (1.716, -5.288, -0.604)
H (2.172, -6.335, -3.652)
H (2.938, -5.134, -2.724)
H (1.852, -7.146, -1.318)
O (2.599, 2.175, -8.006)
P (2.023, 1.498, -6.819)
N (2.922, 0.118, -6.419)
C (3.825, -0.415, -7.432)
C (2.431, -0.826, -5.413)
N (0.446, 1.017, -6.985)
C (-0.383, 0.501, -5.887)
C (-0.133, 0.713, -8.293)
N (1.922, 2.317, -5.360)
C (1.068, 3.518, -5.233)
C (2.899, 2.330, -4.265)
H (4.245, -1.379, -7.147)
H (4.679, 0.238, -7.616)
H (3.300, -0.512, -8.386)
H (1.559, -1.340, -5.834)
H (1.903, -0.377, -4.570)
H (3.223, -1.492, -5.085)
H (-1.401, 0.898, -5.985)
H (-0.620, -0.567, -5.884)
H (0.053, 0.851, -4.955)
H (-0.746, 1.560, -8.607)
H (0.654, 0.548, -9.031)
H (-0.744, -0.186, -8.392)
H (0.528, 3.713, -6.159)
H (0.241, 3.267, -4.552)
H (1.622, 4.316, -4.748)
H (3.426, 3.278, -4.204)
H (3.705, 1.630, -4.504)
H (2.406, 2.079, -3.330)
O (-0.796, -1.547, 6.307)
P (-0.432, -2.676, 5.405)
N (-1.573, -3.277, 4.356)
C (-2.741, -4.037, 4.853)
C (-1.782, -2.792, 3.008)
N (0.092, -4.117, 6.207)
C (1.022, -3.978, 7.296)
C (0.086, -5.430, 5.573)
N (0.899, -2.361, 4.369)
C (1.549, -1.054, 4.350)
C (1.405, -3.373, 3.465)
H (-2.563, -4.285, 5.900)
H (-2.948, -4.898, 4.224)
H (-3.558, -3.315, 4.938)
H (-0.898, -2.346, 2.559)
H (-2.656, -2.149, 2.868)
H (-2.005, -3.636, 2.343)
H (0.773, -4.664, 8.107)
H (2.075, -3.985, 6.991)
H (0.896, -2.979, 7.728)
H (-0.062, -6.218, 6.317)
H (-0.690, -5.458, 4.815)
H (1.069, -5.680, 5.157)
H (2.308, -0.982, 3.571)
H (0.784, -0.286, 4.236)
H (2.109, -0.855, 5.269)
H (2.395, -3.658, 3.831)
H (1.469, -2.962, 2.449)
H (0.739, -4.215, 3.292)
O (-5.575, 2.280, 3.873)
P (-4.507, 3.188, 3.435)
N (-4.948, 4.777, 3.026)
C (-5.180, 5.226, 1.651)
C (-5.739, 5.509, 4.015)
N (-3.632, 2.701, 2.044)
C (-4.000, 1.523, 1.207)
C (-2.556, 3.501, 1.510)
N (-3.218, 3.410, 4.504)
C (-2.599, 4.724, 4.758)
C (-2.544, 2.370, 5.269)
H (-6.204, 4.949, 1.378)
H (-4.562, 4.660, 0.960)
H (-4.967, 6.289, 1.558)
H (-5.577, 5.117, 5.021)
H (-6.783, 5.313, 3.756)
H (-5.451, 6.560, 4.061)
H (-5.067, 1.581, 1.012)
H (-3.440, 1.542, 0.272)
H (-3.527, 0.706, 1.758)
H (-2.532, 4.513, 1.911)
H (-1.627, 3.013, 1.873)
H (-2.294, 3.403, 0.453)
H (-2.550, 4.848, 5.848)
H (-1.609, 4.841, 4.323)
H (-3.253, 5.588, 4.629)
H (-3.205, 1.667, 5.777)
H (-1.906, 2.800, 6.038)
H (-1.887, 1.781, 4.620)

Computed properties:
- structure (SMILES) = CN(C)P(=O)(N(C)C)N(C)C.CN(C)P(=O)(N(C)C)N(C)C.CN(C)P(=O)(N(C)C)N(C)C.O=C1OC[C@@H](F)O1.O=C1OC[C@@H](F)O1.O=C1OC[C@@H](F)O1.O=C1OC[C@@H](F)O1
- frontier orbital gap (eV) = 8.25
- energy (hartree) = -4227.74126
- HOMO (eV) = -8.07